Density functional theory data (ωB97M-V with the def2-TZVPD basis set) for a structure of composition C33H33I2N4O3PdS2Te at a distorted geometry.

Last column: Mulliken charge in e.
Positions of all 79 atoms, in Å:
1 Pd -2.15 -0.09 0.76  0.23
2 I -1.76 0.15 3.53  0.21
3 C -2.30 2.18 3.11  -0.94
4 I -1.93 2.72 1.08  0.22
5 H -1.74 2.84 3.76  0.58
6 H -3.37 2.27 3.26  0.48
7 C 7.82 2.64 -0.07  -1.57
8 C 6.37 2.27 0.03  0.47
9 C 5.96 0.95 -0.14  -0.67
10 C 4.63 0.57 -0.04  0.72
11 C 4.25 -0.87 -0.28  -1.64
12 C 3.72 1.59 0.28  0.60
13 Te 1.57 1.08 0.44  0.44
14 N -0.24 0.19 -0.15  0.29
15 C -0.70 0.13 -1.39  1.09
16 O -1.94 -0.13 -1.50  -0.65
17 C 0.17 0.31 -2.59  -0.18
18 C 0.21 -0.70 -3.53  -0.57
19 C 1.13 -0.64 -4.57  -0.64
20 C 1.99 0.46 -4.68  -0.55
21 C 1.90 1.50 -3.77  -0.78
22 C 0.99 1.43 -2.72  -0.32
23 C 1.76 -0.24 2.05  0.94
24 C 1.31 -1.54 1.86  -0.71
25 C 1.54 -2.50 2.84  -0.84
26 C 2.21 -2.13 4.00  -0.71
27 C 2.59 -0.81 4.21  -0.62
28 C 2.37 0.17 3.24  0.68
29 C 2.73 1.60 3.54  -1.74
30 C 4.05 2.94 0.39  0.54
31 C 3.07 4.07 0.67  -1.89
32 C 5.40 3.24 0.28  -0.53
33 H 8.38 1.92 -0.66  0.38
34 H 8.27 2.67 0.93  0.31
35 H 7.95 3.63 -0.51  0.40
36 H 6.70 0.19 -0.38  0.47
37 H 4.88 -1.32 -1.04  0.54
38 H 3.21 -0.96 -0.61  0.19
39 H 4.37 -1.46 0.64  0.30
40 H -0.46 -1.55 -3.44  0.50
41 H 1.19 -1.44 -5.29  0.44
42 H 2.70 0.50 -5.49  0.44
43 H 2.52 2.38 -3.89  0.47
44 H 0.86 2.29 -2.07  0.86
45 H 0.78 -1.81 0.96  0.39
46 H 1.23 -3.52 2.68  0.50
47 H 2.44 -2.88 4.76  0.44
48 H 3.06 -0.53 5.14  0.49
49 H 2.42 1.86 4.55  0.54
50 H 2.24 2.29 2.85  0.17
51 H 3.81 1.76 3.47  0.37
52 H 2.05 3.80 0.45  0.28
53 H 3.32 4.95 0.06  0.52
54 H 3.13 4.38 1.72  0.33
55 H 5.70 4.28 0.38  0.50
56 N -6.16 -4.60 -3.91  -0.45
57 C -5.67 -4.03 -2.78  1.12
58 C -5.11 -2.74 -2.81  -0.94
59 C -4.62 -2.15 -1.68  -0.22
60 C -4.72 -2.84 -0.46  0.18
61 C -5.25 -4.14 -0.40  -0.71
62 C -5.72 -4.72 -1.55  -0.80
63 S -4.04 -2.21 0.97  1.43
64 O -2.56 -2.28 0.87  -0.60
65 O -4.64 -2.77 2.12  -0.65
66 N -4.20 -0.57 1.01  -0.01
67 C -5.27 0.22 0.85  0.20
68 S -6.88 -0.38 0.53  0.02
69 C -7.45 1.20 0.50  -0.23
70 C -6.42 2.09 0.73  -0.66
71 N -5.21 1.55 0.93  -0.16
72 H -6.19 -4.09 -4.77  0.20
73 H -6.61 -5.49 -3.88  0.20
74 H -5.06 -2.21 -3.76  0.33
75 H -4.17 -1.17 -1.72  0.31
76 H -5.30 -4.66 0.55  0.50
77 H -6.13 -5.72 -1.52  0.33
78 H -8.50 1.43 0.35  0.42
79 H -6.53 3.17 0.73  0.40

Results
HOMO energy (alpha / beta)	-0.4630 / -0.4596	Eh
<S²>	0.77
relative energy (zero: lowest compared OMol25 entry of this formula, charge and spin)	0.0	kcal per mole
2S+1	2
charge	+2
frontier orbital gap (alpha / beta)	0.15315 / 0.15465	Eh
maximum force	0.0539	Eh/bohr